Version a
Density functional theory data (ωB97M-V/def2-TZVPD) for the molecule C4H6ClF.

Each line ends with the Löwdin charge.
Geometry (Å):
1 C -1.073 -0.996 -0.470  -0.0852
2 C -0.296 -0.347 0.693  -0.1971
3 C 0.356 0.886 0.204  -0.3915
4 C 1.630 1.128 -0.142  -0.4495
5 H -1.291 -2.048 -0.280  0.0729
6 H -0.637 -0.834 -1.469  0.0840
7 H -2.029 -0.447 -0.547  0.0773
8 H 0.341 -1.016 1.221  0.0925
9 H -1.086 -0.102 1.377  0.1067
10 H 1.787 2.074 -0.504  0.0460
11 F -0.599 1.801 -0.060  0.0563
12 Cl 2.897 -0.100 -0.023  0.5878

Computed properties:
HOMO in eV: -9.357
SMILES string: CC/C(F)=C\Cl
Kohn-Sham gap in eV: 10.3
E_LUMO in eV: 0.96



Version b
Density functional theory data (ωB97M-V/def2-TZVPD) for a structure of composition C4H6ClF.

Each line ends with the Löwdin charge.
Geometry (Å):
1 C 1.698 -0.093 0.021  -0.0685
2 C 0.319 0.170 0.457  -0.7528
3 C -0.873 0.349 -0.410  -0.3574
4 C -1.967 -0.396 -0.506  -0.0019
5 H 1.815 -1.145 -0.239  0.0864
6 H 2.365 -0.113 0.923  0.0985
7 H 2.227 0.615 -0.768  0.1432
8 H -0.594 1.321 -0.966  0.1056
9 H -2.695 -0.212 -1.285  0.0434
10 H -2.032 -1.481 0.121  0.1401
11 F -0.199 -0.815 1.445  -0.1084
12 Cl -0.062 1.802 1.207  0.6718

Computed properties:
HOMO in eV: -9.488
Kohn-Sham gap in eV: 10.3
E_LUMO in eV: 0.85



Version c
Density functional theory data (ωB97M-V/def2-TZVPD) for the molecule C4H6ClF.

Each line ends with the Löwdin charge.
Geometry (Å):
1 C 1.920 1.460 -0.020  -0.0961
2 C 0.697 0.448 -0.011  -0.6940
3 C -0.612 0.674 0.075  -0.1317
4 C -1.673 -0.394 0.139  -0.2290
5 H 2.652 1.093 0.744  0.0761
6 H 1.595 2.467 0.298  0.0760
7 H 2.333 1.511 -0.990  0.0471
8 H -1.008 1.643 0.172  0.1001
9 H -1.433 -1.074 -0.712  0.1023
10 H -1.682 -1.158 0.968  0.1324
11 F -2.873 0.274 -0.123  -0.0644
12 Cl 1.259 -1.181 -0.028  0.6813

Computed properties:
HOMO in eV: -9.483
SMILES string: C/C(Cl)=C/CF
Kohn-Sham gap in eV: 10.4
E_LUMO in eV: 0.88



Least stable of them? version b.



Version a
Density functional theory data (ωB97M-V/def2-TZVPD) for a structure of composition C7H9NO.

Each line ends with the Löwdin charge.
Geometry (Å):
1 C 0.782 2.365 0.334  0.0474
2 C 1.717 1.680 -0.536  -0.1636
3 C 1.658 0.295 -0.996  -0.1590
4 C 0.588 -0.535 -1.215  -0.0417
5 C -0.779 -0.369 -0.494  -0.1545
6 C -2.049 -1.237 -0.174  -0.1781
7 C -0.497 -1.331 1.972  -0.1572
8 H 0.215 1.668 1.091  0.0922
9 H 0.975 3.332 0.513  -0.0189
10 H 2.570 2.230 -1.110  0.1131
11 H 2.689 0.121 -1.645  0.1463
12 H 0.728 -1.426 -1.829  0.0943
13 H -1.381 0.468 -0.853  0.1241
14 H -3.031 -0.808 -0.392  0.0802
15 H -2.427 -2.553 -0.156  0.1888
16 H -1.321 -1.830 2.686  0.1612
17 N -1.276 -0.840 0.850  -0.0935
18 O 0.839 -1.231 1.955  -0.0811

Computed properties:
HOMO in eV: -8.669
Kohn-Sham gap in eV: 8.9
E_LUMO in eV: 0.25



Version b
Density functional theory data (ωB97M-V/def2-TZVPD) for the molecule C7H9NO.

Each line ends with the Löwdin charge.
Geometry (Å):
1 C -1.126 -1.537 0.099  -0.4283
2 C 2.069 -0.811 -0.667  -0.2294
3 C 0.729 -0.626 -1.261  -0.1147
4 C 0.707 -0.124 1.161  -0.1394
5 C 2.065 -0.680 0.810  0.1021
6 C -0.090 -0.579 -0.024  -0.3632
7 C -2.252 0.854 0.222  -0.0888
8 N -1.571 -0.297 -0.246  0.0387
9 O -1.599 -2.573 0.409  0.1444
10 H 2.520 -1.813 -0.762  0.1349
11 H 2.888 -0.217 -0.979  0.1113
12 H 0.571 0.234 -1.849  0.1150
13 H 0.401 -1.358 -1.908  0.1045
14 H 0.058 -0.491 2.120  0.1784
15 H 0.768 0.970 1.369  0.1323
16 H -2.828 0.785 1.254  0.1208
17 H -1.510 1.695 0.261  0.0886
18 H -2.994 1.134 -0.593  0.0926

Computed properties:
HOMO in eV: -8.573
Kohn-Sham gap in eV: 8.3
E_LUMO in eV: -0.25



Least stable of them? version a.



Version a
Density functional theory data (ωB97M-V/def2-TZVPD) for the ion C4H7O2 with charge -1.

Each line ends with the Löwdin charge.
Geometry (Å):
1 O -1.569 1.437 0.182  -0.1977
2 C -1.826 0.188 0.140  -0.4458
3 C -0.944 -0.797 -0.183  -0.1926
4 C 0.527 -0.596 -0.505  -0.2518
5 C 1.447 0.275 0.310  -0.3076
6 O 1.109 1.653 0.220  -0.1284
7 H -2.864 -0.049 0.429  0.0729
8 H 0.157 1.678 -0.051  0.0322
9 H -1.297 -1.792 0.069  0.0373
10 H 0.573 -0.416 -1.589  0.0965
11 H 0.906 -1.640 -0.513  0.0891
12 H 2.471 -0.059 0.105  0.0915
13 H 1.309 0.118 1.389  0.1044

Computed properties:
HOMO in eV: -2.407
Total charge: -1
SMILES string: [O-]/C=C\CCO
Kohn-Sham gap in eV: 6.8
E_LUMO in eV: 4.42



Version b
Density functional theory data (ωB97M-V/def2-TZVPD) for a cluster of 2 separate species, C4H7O2 in total.

Each line ends with the Löwdin charge.
Geometry (Å):
1 H -0.975 2.139 -0.323  0.1307
2 O 2.389 0.823 -0.341  -0.2318
3 C 1.396 0.333 0.262  -0.5891
4 C 0.327 -0.363 -0.499  -0.2473
5 C -0.815 -1.021 0.264  -0.0974
6 C -1.093 0.198 -0.533  -0.3886
7 O -1.408 1.361 0.140  -0.0474
8 H 0.983 0.922 1.117  0.0470
9 H 0.673 -0.861 -1.408  0.1274
10 H -0.805 -0.898 1.349  0.0991
11 H -1.170 -1.987 -0.095  0.0879
12 H -1.606 0.059 -1.492  0.1262
13 H 2.102 -0.704 1.561  -0.0167

Computed properties:
HOMO in eV: -1.876
Total charge: -1
Kohn-Sham gap in eV: 5.6
E_LUMO in eV: 3.72



Least stable of them? version b.



Version a
Density functional theory data (ωB97M-V/def2-TZVPD) for a cluster of 2 separate species, C4H7IO2 in total.

Each line ends with the Löwdin charge.
Geometry (Å):
1 C 2.478 -1.964 -0.053  -0.1168
2 C 0.594 -0.163 -0.713  -0.5184
3 C -1.864 1.510 0.156  -0.0980
4 C -0.688 -0.433 0.027  -0.3918
5 O 2.835 -3.062 0.108  0.0564
6 O -1.762 0.249 -0.570  -0.1521
7 I 1.975 1.334 -0.021  0.8159
8 H 2.932 -1.142 0.590  -0.0147
9 H 0.417 -0.266 -1.710  -0.0036
10 H -2.122 2.446 -0.371  0.0967
11 H -0.927 1.818 0.639  0.0339
12 H -2.554 1.429 0.928  0.0599
13 H -0.474 -0.295 1.136  0.1334
14 H -0.841 -1.460 -0.146  0.0994

Computed properties:
HOMO (spin up / spin down) in eV: -8.529 / -8.605
Kohn-Sham gap (spin up / spin down) in eV: 8.4 / 8.2
E_LUMO (spin up / spin down) in eV: -0.15 / -0.44



Version b
Density functional theory data (ωB97M-V/def2-TZVPD) for a cluster of 2 separate species, C4H7IO2 in total.

Each line ends with the Löwdin charge.
Geometry (Å):
1 C -1.589 -0.734 0.126  -0.6413
2 C 0.072 1.460 0.338  -0.0625
3 C 1.235 -0.906 0.261  -0.0005
4 C 0.354 0.218 -0.384  -0.3810
5 O -1.622 -1.899 0.264  -0.0625
6 O 0.381 0.223 -1.746  0.0476
7 I -3.584 0.363 0.143  0.5036
8 H 0.864 2.009 0.704  0.0682
9 H -0.476 2.020 -0.428  0.1072
10 H -0.306 1.325 1.296  0.0737
11 H 1.643 -0.602 1.212  0.0854
12 H 2.100 -1.010 -0.293  0.0607
13 H 0.644 -1.748 0.526  0.0574
14 H 0.284 -0.719 -2.020  0.1441

Computed properties:
HOMO (spin up / spin down) in eV: -8.064 / -8.064
Kohn-Sham gap (spin up / spin down) in eV: 7.7 / 7.7
E_LUMO (spin up / spin down) in eV: -0.39 / -0.38



Least stable of them? version a.



Version a
Density functional theory data (ωB97M-V/def2-TZVPD) for the molecule CH2O2.

Each line ends with the Löwdin charge.
Geometry (Å):
1 C 0.412 -0.008 -0.202  -0.3601
2 H -1.609 0.078 0.203  0.2079
3 H 0.474 1.093 0.090  0.1411
4 O -0.803 -0.612 -0.075  -0.0030
5 O 1.526 -0.551 -0.016  0.0142

Computed properties:
HOMO in eV: -10.642
SMILES string: O=CO
Kohn-Sham gap in eV: 10.8
E_LUMO in eV: 0.20



Version b
Density functional theory data (ωB97M-V/def2-TZVPD) for the molecule CH2O2.

Each line ends with the Löwdin charge.
Geometry (Å):
1 C 0.278 0.279 -0.045  -0.4953
2 H -0.654 -1.152 0.078  0.1300
3 H 0.046 1.415 0.050  0.1640
4 O -0.935 -0.218 -0.048  0.0852
5 O 1.265 -0.325 -0.035  0.1161

Computed properties:
HOMO in eV: -11.249
SMILES string: O=CO
Kohn-Sham gap in eV: 12.1
E_LUMO in eV: 0.89



Least stable of them? version a.



Version a
Density functional theory data (ωB97M-V/def2-TZVPD) for a cluster of 2 separate species, CH4O3 in total.

Each line ends with the Löwdin charge.
Geometry (Å):
1 O -1.391 0.418 -1.117  -0.0392
2 H -0.626 0.220 0.527  0.0613
3 H -1.033 1.172 -1.603  0.0692
4 H -1.117 -0.372 -1.597  0.0625
5 O -0.104 0.069 1.340  0.0724
6 C 1.081 -0.375 0.929  -0.4022
7 O 1.365 -0.679 -0.201  0.0433
8 H 1.825 -0.453 1.721  0.1328

Computed properties:
HOMO in eV: -10.595
SMILES string: O=CO.O
Kohn-Sham gap in eV: 11.2
E_LUMO in eV: 0.62



Version b
Density functional theory data (ωB97M-V/def2-TZVPD) for a cluster of 2 separate species, CH4O3 in total.

Each line ends with the Löwdin charge.
Geometry (Å):
1 O 0.394 0.643 2.569  0.0697
2 C 0.093 0.821 1.419  -0.4608
3 O -0.746 0.097 0.783  0.0744
4 H 0.252 1.733 0.771  0.1563
5 H -0.874 -0.882 1.017  0.1778
6 H 0.617 -0.381 -2.734  -0.0478
7 H 0.073 -0.989 -1.456  -0.0136
8 O 0.191 -1.042 -2.369  0.0440

Computed properties:
HOMO in eV: -11.101
SMILES string: O=CO.O
Kohn-Sham gap in eV: 11.6
E_LUMO in eV: 0.47



Version c
Density functional theory data (ωB97M-V/def2-TZVPD) for a cluster of 2 separate species, CH4O3 in total.

Each line ends with the Löwdin charge.
Geometry (Å):
1 C 0.489 -0.583 -0.122  -0.4768
2 O 0.876 0.481 -0.901  -0.0234
3 O -1.199 1.335 0.575  0.0148
4 O 0.016 -0.324 1.063  0.0216
5 H -0.114 -1.294 -0.870  0.1821
6 H 1.505 -1.246 -0.019  0.2139
7 H 0.129 1.038 -0.599  0.0543
8 H -1.701 0.592 0.872  0.0134

Computed properties:
HOMO (spin up / spin down) in eV: -10.617 / -10.866
Kohn-Sham gap (spin up / spin down) in eV: 8.7 / 8.3
E_LUMO (spin up / spin down) in eV: -1.91 / -2.55



Version d
Density functional theory data (ωB97M-V/def2-TZVPD) for a cluster of 2 separate species, CH4O3 in total.

Each line ends with the Löwdin charge.
Geometry (Å):
1 O 1.976 1.546 -1.005  -0.0005
2 H -0.052 -0.119 0.163  0.1056
3 H 1.755 1.386 -1.901  0.0236
4 H 1.554 2.332 -0.815  -0.0056
5 O -0.397 -1.021 0.061  0.0698
6 C -1.355 -1.263 0.964  -0.4063
7 O -1.906 -0.504 1.716  0.0670
8 H -1.575 -2.357 0.817  0.1464

Computed properties:
HOMO in eV: -10.939
SMILES string: O=CO.O
Kohn-Sham gap in eV: 11.5
E_LUMO in eV: 0.56



Least stable of them? version c.